A cluster of 2 separate species, C5H11NO2 in total, computed with ωB97M-V/def2-TZVPD.

Summary:
- frontier orbital gap (alpha / beta) (eV) = 8.510 / 8.512
- net charge = 0
- largest force on an atom (eV/Å) = 1.53
- energy relative to the best compared isomer or geometry (same formula, charge and spin) (eV) = 6.023
- 2S+1 = 1

Last column: Löwdin charge in e.
Element x y z (Å)
1 C -0.79058 -0.51591 -0.25273  -0.3016
2 C -0.90377 -0.72904 1.22994  -0.0630
3 H 2.36313 0.14625 -1.27106  0.1318
4 O 0.69543 2.98082 -0.21190  -0.1309
5 H -0.36440 0.02952 1.79683  0.0719
6 N 2.23696 -0.58388 0.64384  0.1099
7 C 0.37236 -0.55422 -0.97906  -0.0959
8 H -2.68019 0.39444 -0.61602  0.0937
9 O 0.55059 1.55326 -0.05096  -0.2875
10 C -2.10253 -0.45995 -0.97944  -0.0558
11 H 0.26705 -0.42612 -2.05066  0.1099
12 H -1.97753 -0.36110 -2.05832  0.0784
13 C 1.64551 -0.13360 -0.50646  -0.1525
14 H -1.94002 -0.67316 1.56818  0.0796
15 H -2.69631 -1.35973 -0.78300  0.0865
16 H 1.01331 3.23080 0.66902  0.0568
17 H -0.51360 -1.70019 1.55172  0.0882
18 H 3.16286 -0.22893 0.82875  0.1004
19 H 1.66173 -0.60926 1.47135  0.0804